Entry 1:
A molecular structure, C23H35OV in a non-equilibrium geometry, computed with the ωB97M-V functional and the def2-TZVPD basis.

Calculated values
Charge: +1
HOMO-LUMO gap (alpha / beta), eV: 7.3 / 6.7
<S²>: 0.761
Highest occupied orbital energy (alpha / beta), eV: -10.87 / -10.33
Multiplicity: 2
LUMO level (alpha / beta), eV: -3.5 / -3.6

Cartesian coordinates (Å):
C1 0.729 -2.447 0.718
C2 1.704 -1.778 -0.101
C3 1.314 -1.946 -1.471
C4 0.045 -2.619 -1.503
C5 -0.296 -2.970 -0.147
V1 -0.182 -0.876 -0.362
C6 -1.854 1.763 -0.163
C7 -1.392 1.014 1.078
H1 -0.966 1.651 1.862
C8 -1.594 -0.321 1.365
H2 -2.218 -1.019 0.764
H3 -1.342 -0.672 2.372
C9 -2.788 2.937 0.216
H4 -2.256 3.664 0.841
H5 -3.113 3.452 -0.688
H6 -3.660 2.575 0.775
C10 -2.668 0.795 -1.051
H7 -2.109 -0.133 -1.339
H8 -3.589 0.503 -0.525
H9 -2.945 1.309 -1.988
C11 2.910 -1.055 0.374
H10 2.818 -0.805 1.436
H11 3.829 -1.642 0.230
H12 3.040 -0.111 -0.173
C12 2.153 -1.583 -2.642
H13 2.388 -0.511 -2.648
H14 3.114 -2.119 -2.628
H15 1.646 -1.831 -3.582
C13 -0.735 -2.937 -2.732
H16 -0.836 -2.052 -3.384
H17 -0.240 -3.723 -3.321
H18 -1.744 -3.290 -2.477
C14 -1.463 -3.801 0.254
H19 -2.398 -3.446 -0.202
H20 -1.320 -4.843 -0.073
H21 -1.590 -3.808 1.342
C15 0.835 -2.592 2.191
H22 -0.010 -3.159 2.597
H23 1.763 -3.118 2.461
H24 0.868 -1.608 2.683
C16 0.273 1.211 -1.425
C17 -0.718 2.234 -0.941
C18 0.522 1.347 -2.827
C19 -0.593 3.536 -1.442
H25 1.075 0.612 -0.905
C20 0.436 2.610 -3.427
H26 0.746 0.453 -3.416
C21 -0.012 3.723 -2.692
H27 -1.030 4.421 -0.940
H28 0.713 2.730 -4.473
H29 0.056 4.723 -3.111
C22 1.726 1.775 4.796
C23 0.869 1.668 3.553
O1 1.591 1.205 2.394
H30 2.192 0.813 5.029
H31 1.100 2.074 5.640
H32 2.506 2.532 4.666
H33 0.061 0.941 3.680
H34 0.411 2.639 3.317
H35 2.223 1.907 2.165

Results of the natural (NBO) charge analysis, in e, for atoms 1 through 5: -0.134 -0.184 -0.125 -0.169 -0.113

Entry 2:
C3H3F2I in the gas phase in a non-equilibrium geometry, computed with the ωB97M-V functional and the def2-TZVPD basis.

Calculated values
Charge: 0
HOMO-LUMO gap, eV: 9.8
Energy relative to the best compared isomer or geometry (same formula, charge and spin), kJ/mol: 100.0
Highest occupied orbital energy, eV: -9.80
LUMO level, eV: 0.0
SMILES: FC1(F)C[C@@H]1I

Cartesian coordinates (Å):
F1 1.036 -0.715 -1.992
C1 -0.054 0.077 -1.517
F2 -0.890 0.337 -2.551
C2 -0.409 -0.140 -0.116
C3 0.502 0.981 -0.522
I1 -0.508 2.921 -0.399
H1 0.024 -1.153 0.276
H2 -1.312 0.280 0.184
H3 1.606 1.090 -0.336

Results of the natural (NBO) charge analysis, in e, for atoms 1 through 5: -0.354 0.642 -0.301 -0.492 -0.358

Entry 3:
3 unconnected molecules or ions with the total composition C6H12O, computed with the ωB97M-V functional and the def2-TZVPD basis.

Calculated values
Charge: 0
HOMO-LUMO gap, eV: 10.5
Energy relative to the best compared isomer or geometry (same formula, charge and spin), kJ/mol: 445.1
Highest occupied orbital energy, eV: -9.39
LUMO level, eV: 1.1
SMILES: OC1C=C1.[H][H].C=CC

Cartesian coordinates (Å):
O1 -1.202 1.454 -0.215
C1 -2.135 0.481 -0.603
C2 -1.742 -0.895 -0.989
C3 -2.346 -0.772 0.161
H1 -0.423 0.998 0.142
H2 -2.962 0.998 -1.090
H3 -1.248 -1.537 -1.705
H4 -2.708 -1.239 1.067
H5 -0.671 1.393 2.846
H6 -1.115 1.239 2.270
C4 1.726 0.192 1.161
C5 1.553 -0.668 0.159
C6 1.993 -0.434 -1.257
H7 1.410 -0.041 2.174
H8 2.205 1.157 1.005
H9 1.070 -1.625 0.363
H10 2.816 -1.109 -1.519
H11 2.333 0.595 -1.403
H12 1.179 -0.630 -1.965

Results of the natural (NBO) charge analysis, in e, for atoms 1 through 5: -0.727 0.064 -0.219 -0.211 0.478

Entry 4:
3 unconnected molecules or ions with the total composition H6O3 in a non-equilibrium geometry, computed with the ωB97M-V functional and the def2-TZVPD basis.

Calculated values
Charge: 0
HOMO-LUMO gap, eV: 12.2
Energy relative to the best compared isomer or geometry (same formula, charge and spin), kJ/mol: 74.1
Highest occupied orbital energy, eV: -11.34
LUMO level, eV: 0.9
SMILES: O.O.O

Cartesian coordinates (Å):
O1 0.903 -3.734 -1.145
H1 0.574 -2.840 -1.054
H2 1.376 -4.063 -0.372
O2 -1.063 4.039 -1.620
H3 -0.418 4.526 -2.143
H4 -1.921 4.328 -1.946
O3 0.185 -0.648 2.439
H5 -0.574 -1.095 2.816
H6 0.937 -0.513 3.027

Results of the natural (NBO) charge analysis, in e, for atoms 1 through 5: -0.959 0.482 0.478 -0.935 0.468

Entry 5:
A molecular structure, C18H39AsINO5Re, computed with the ωB97M-V functional and the def2-TZVPD basis.

Calculated values
Charge: +2
HOMO-LUMO gap (alpha / beta), eV: 8.7 / 7.7
Energy relative to the best compared isomer or geometry (same formula, charge and spin), kJ/mol: 20.0
<S²>: 0.767
Highest occupied orbital energy (alpha / beta), eV: -13.89 / -13.52
Multiplicity: 2
LUMO level (alpha / beta), eV: -5.2 / -5.8

Cartesian coordinates (Å):
Re1 0.055 0.014 0.196
C1 -0.284 -2.206 2.561
C2 1.223 -2.286 2.499
O1 1.569 -1.850 1.188
C3 2.977 -1.766 0.948
C4 3.501 -0.434 1.443
O2 2.666 0.531 0.816
C5 2.676 1.838 1.369
C6 1.598 1.933 2.421
O3 0.336 1.615 1.798
C7 -0.716 1.443 2.770
C8 -0.681 0.034 3.318
O4 -0.709 -0.882 2.203
H1 -0.670 -2.465 3.548
H2 -0.714 -2.887 1.824
H3 1.557 -3.315 2.658
H4 1.694 -1.650 3.257
H5 3.101 -1.837 -0.133
H6 3.498 -2.604 1.416
H7 4.544 -0.298 1.143
H8 3.444 -0.354 2.533
H9 2.461 2.529 0.552
H10 3.652 2.093 1.787
H11 1.531 2.937 2.844
H12 1.794 1.221 3.228
H13 -1.653 1.629 2.252
H14 -0.605 2.181 3.565
H15 -1.545 -0.155 3.957
H16 0.227 -0.139 3.900
N1 -1.596 -3.259 -0.706
C9 -0.568 -2.762 -1.386
O5 -0.006 -1.688 -1.104
C10 -0.039 -3.558 -2.534
I1 -1.281 -3.183 -4.236
H17 -2.112 -2.658 -0.083
H18 -2.067 -4.085 -1.043
H19 -0.078 -4.628 -2.343
H20 0.972 -3.252 -2.773
C11 2.937 0.995 -2.172
As1 1.017 1.024 -1.876
C12 0.607 2.904 -2.094
C13 0.422 0.261 -3.554
H21 3.129 1.393 -3.168
H22 3.309 -0.027 -2.122
H23 3.459 1.599 -1.435
H24 1.126 3.300 -2.966
H25 0.912 3.459 -1.208
H26 -0.467 3.021 -2.228
H27 0.800 0.880 -4.366
H28 -0.666 0.212 -3.605
H29 0.822 -0.747 -3.658
C14 -2.939 1.802 -1.962
C15 -2.875 0.963 -0.677
C16 -3.352 -0.452 -0.958
C17 -3.788 1.599 0.383
C18 -1.465 1.041 -0.154
H30 -3.956 1.791 -2.355
H31 -2.276 1.403 -2.734
H32 -2.672 2.842 -1.771
H33 -4.385 -0.440 -1.307
H34 -3.334 -1.037 -0.036
H35 -2.749 -0.935 -1.734
H36 -4.819 1.612 0.028
H37 -3.496 2.629 0.596
H38 -3.773 1.030 1.317
H39 -1.277 2.081 0.165

Results of the natural (NBO) charge analysis, in e, for atoms 1 through 5: 0.827 -0.083 -0.095 -0.568 -0.081